1.
Formula: C49H43BiI2N5O8P2
Source: the Open Molecules 2025 dataset
Level of theory: ωB97M-V with the def2-TZVPD basis set

Calculated values
Largest force on an atom ... 0.89 eV/A
DFT total energy ... -115963.342 eV
Molecular weight ... 1354.65 g/mol
Kohn-Sham gap ... 0.2620 Ha
Total charge ... -1
Spin multiplicity ... 1

Cartesian coordinates (Å):
Bi: -1.21 -0.94 0.04
I: -1.81 -8.70 -0.54
C: -2.09 -6.65 -0.21
C: -3.21 -6.02 -0.73
C: -3.36 -4.65 -0.55
I: -4.99 -3.67 -1.37
C: -2.42 -3.89 0.16
O: -2.60 -2.59 0.32
C: -1.30 -4.57 0.69
C: -0.26 -3.80 1.46
N: 0.39 -2.76 0.63
C: 1.09 -3.25 -0.55
C: 0.13 -3.55 -1.69
C: 0.16 -4.74 -2.40
C: -0.79 -4.95 -3.38
C: -1.73 -3.96 -3.64
C: -1.67 -2.79 -2.91
N: -0.76 -2.59 -1.96
C: -1.15 -5.93 0.51
H: -3.95 -6.57 -1.29
H: 0.49 -4.49 1.85
H: -0.71 -3.28 2.30
H: 1.05 -2.22 1.22
H: 1.69 -4.14 -0.33
H: 1.78 -2.46 -0.86
H: 0.89 -5.50 -2.15
H: -0.81 -5.89 -3.92
H: -2.51 -4.10 -4.38
H: -2.39 -1.99 -3.07
H: -0.28 -6.43 0.92
C: 3.95 -2.05 1.99
C: 3.59 -0.77 1.26
C: 4.83 -0.10 0.68
O: 2.68 -1.07 0.18
C: 2.87 0.25 2.21
O: 3.47 0.64 3.21
O: 1.74 0.62 1.76
H: 4.30 -2.80 1.27
H: 3.09 -2.45 2.52
H: 4.75 -1.86 2.71
H: 5.40 -0.82 0.09
H: 5.45 0.28 1.49
H: 4.54 0.72 0.03
H: 1.98 -0.39 0.37
N: -0.66 2.54 -1.31
P: 0.20 2.06 0.15
C: 1.31 3.51 0.36
C: 0.81 4.80 0.17
C: 1.63 5.90 0.30
C: 2.97 5.74 0.62
C: 3.48 4.47 0.81
C: 2.66 3.36 0.68
C: -1.01 2.44 1.48
C: -2.38 2.40 1.29
C: -3.25 2.69 2.34
C: -2.75 3.02 3.58
C: -1.37 3.02 3.79
C: -0.51 2.73 2.76
P: -0.45 1.25 -2.43
C: -0.76 1.97 -4.08
C: -1.67 3.02 -4.25
C: -1.94 3.53 -5.51
C: -1.32 2.98 -6.63
C: -0.43 1.93 -6.47
C: -0.15 1.43 -5.21
C: 1.39 1.27 -2.52
C: 2.03 0.03 -2.64
C: 3.41 -0.05 -2.76
C: 4.17 1.10 -2.77
C: 3.55 2.34 -2.66
C: 2.17 2.43 -2.55
H: -1.63 2.83 -1.20
H: -0.24 4.93 -0.08
H: 1.22 6.90 0.15
H: 3.62 6.61 0.72
H: 4.53 4.33 1.06
H: 3.06 2.37 0.83
H: -2.81 2.08 0.34
H: -4.32 2.63 2.17
H: -3.43 3.24 4.40
H: -0.97 3.24 4.78
H: 0.56 2.70 2.93
H: -2.16 3.45 -3.38
H: -2.64 4.35 -5.62
H: -1.53 3.37 -7.61
H: 0.06 1.50 -7.34
H: 0.55 0.61 -5.10
H: 1.42 -0.87 -2.61
H: 3.88 -1.02 -2.84
H: 5.25 1.04 -2.85
H: 4.14 3.25 -2.65
H: 1.69 3.39 -2.46
O: 0.27 -1.30 3.20
C: -0.80 -0.73 3.27
N: -1.71 -0.61 2.25
C: -2.93 -0.15 2.75
O: -3.96 -0.04 2.13
C: -2.70 0.21 4.19
C: -3.54 0.79 5.12
C: -3.01 1.06 6.37
C: -1.69 0.75 6.68
C: -0.85 0.15 5.74
C: -1.39 -0.11 4.50
H: -4.57 1.03 4.86
H: -3.63 1.53 7.13
H: -1.30 0.98 7.66
H: 0.18 -0.09 5.95
O: -3.73 -0.06 -2.93
N: -3.18 0.59 -2.08
O: -3.13 0.04 -0.90

Here are the Löwdin charges for atoms 1 to 4, given in e: atom 1 (Bi): 1.9086, atom 2 (I): 0.8127, atom 3 (C): -0.7548, atom 4 (C): -0.2376

---

2.
Formula: C2H5NO
Source: the Open Molecules 2025 dataset
Level of theory: ωB97M-V with the def2-TZVPD basis set

Calculated values
Largest force on an atom ... 3.34 eV/A
DFT total energy ... -5690.313 eV
Molecular weight ... 59.07 g/mol
Structure (SMILES) ... C=N.C=O
Kohn-Sham gap ... 0.3883 Ha
Total charge ... 0
Spin multiplicity ... 1

Cartesian coordinates (Å):
C: -1.28 -0.13 1.62
N: -0.97 -0.99 0.69
H: -2.29 0.32 1.74
H: -0.64 0.18 2.47
H: -1.79 -1.04 0.05
C: 0.97 0.10 -0.90
O: 1.47 1.05 -1.51
H: 1.62 -0.39 -0.03
H: 0.00 -0.33 -1.30

Here are the natural (NBO) charges for atoms 1 to 4, given in e: atom 1 (C): -0.0433, atom 2 (N): -0.6102, atom 3 (H): 0.1497, atom 4 (H): 0.1709

---

3.
Formula: C3H6O2
Source: the Open Molecules 2025 dataset
Level of theory: ωB97M-V with the def2-TZVPD basis set

Calculated values
Largest force on an atom ... 3.44 eV/A
DFT total energy ... -7299.501 eV
Molecular weight ... 74.08 g/mol
Kohn-Sham gap ... 0.3165 Ha
Total charge ... 0
Spin multiplicity ... 1

Cartesian coordinates (Å):
C: 0.81 0.56 -1.76
C: -0.14 0.30 -0.67
O: 0.39 -0.36 0.30
C: -0.94 -0.43 1.20
O: -0.49 -0.15 2.44
H: 0.89 1.64 -1.83
H: 0.44 0.24 -2.72
H: 1.80 0.16 -1.60
H: -1.23 -1.46 1.01
H: -1.73 0.29 0.97
H: 0.19 -0.81 2.67

Here are the natural (NBO) charges for atoms 1 to 4, given in e: atom 1 (C): -0.7748, atom 2 (C): 0.2037, atom 3 (O): -0.5163, atom 4 (C): 0.2462

---

4.
Formula: C26H20N2O3SSe2TaTe2
Source: the Open Molecules 2025 dataset
Level of theory: ωB97M-V with the def2-TZVPD basis set

Calculated values
Largest force on an atom ... 0.42 eV/A
DFT total energy ... -194074.066 eV
Molecular weight ... 1034.59 g/mol
Kohn-Sham gap ... 0.2413 Ha
Total charge ... +1
Spin multiplicity ... 1

Cartesian coordinates (Å):
Ta: -1.18 -0.60 0.82
O: -1.42 0.11 -1.01
C: -2.18 -0.29 -2.04
C: -2.77 0.66 -2.86
C: -3.53 0.25 -3.94
C: -3.69 -1.10 -4.24
C: -3.08 -2.04 -3.44
C: -2.33 -1.65 -2.32
C: -1.69 -2.66 -1.52
N: -1.16 -2.46 -0.36
N: -0.49 -3.54 0.20
C: 0.23 -3.12 1.18
O: 0.24 -1.84 1.51
C: 1.06 -4.03 1.98
C: 1.69 -3.56 3.12
C: 2.47 -4.42 3.89
C: 2.61 -5.74 3.51
C: 1.99 -6.22 2.36
C: 1.21 -5.37 1.60
H: -2.64 1.71 -2.63
H: -4.01 1.00 -4.57
H: -4.28 -1.41 -5.10
H: -3.18 -3.10 -3.66
H: -1.61 -3.68 -1.91
H: 1.57 -2.52 3.41
H: 2.96 -4.05 4.78
H: 3.22 -6.41 4.11
H: 2.10 -7.25 2.07
H: 0.71 -5.72 0.70
Se: -1.10 0.81 3.04
Te: -2.53 -0.63 4.54
Te: -2.97 -2.33 2.48
Se: -3.73 -0.70 0.79
O: 0.35 0.79 0.63
S: 0.93 1.53 -0.61
C: 2.31 2.38 0.12
C: 2.26 2.80 1.44
C: 3.35 3.49 1.94
C: 4.44 3.76 1.13
C: 4.47 3.33 -0.18
C: 3.40 2.62 -0.70
C: -0.19 2.87 -0.93
C: -1.00 3.39 0.06
C: -1.85 4.44 -0.27
C: -1.86 4.95 -1.56
C: -1.03 4.41 -2.54
C: -0.20 3.35 -2.23
H: 1.41 2.56 2.06
H: 3.34 3.83 2.97
H: 5.29 4.31 1.54
H: 5.34 3.52 -0.81
H: 3.41 2.25 -1.72
H: -1.00 2.98 1.06
H: -2.50 4.85 0.49
H: -2.52 5.77 -1.80
H: -1.05 4.81 -3.54
H: 0.43 2.90 -2.99

Here are the natural (NBO) charges for atoms 1 to 4, given in e: atom 1 (Ta): 1.6459, atom 2 (O): -0.8064, atom 3 (C): 0.4372, atom 4 (C): -0.2842

---

5.
Formula: C5H4N2
Source: the Open Molecules 2025 dataset
Level of theory: ωB97M-V with the def2-TZVPD basis set

Calculated values
Largest force on an atom ... 4.68 eV/A
DFT total energy ... -8223.313 eV
Molecular weight ... 92.10 g/mol
Structure (SMILES) ... [H]/N=N/C(C#C)C#C
Kohn-Sham gap ... 0.3627 Ha
Total charge ... 0
Spin multiplicity ... 1

Cartesian coordinates (Å):
H: -2.24 2.45 0.35
N: -1.70 1.67 -0.12
N: -1.03 0.98 0.61
C: -0.03 -0.05 -0.32
C: 1.29 0.41 0.02
C: 2.37 0.89 0.20
C: -0.23 -1.50 -0.06
C: -0.62 -2.61 0.26
H: -0.16 0.05 -1.49
H: 3.20 1.32 0.47
H: -0.85 -3.61 0.08

Here are the natural (NBO) charges for atoms 1 to 4, given in e: atom 1 (H): 0.3366, atom 2 (N): -0.3304, atom 3 (N): -0.0413, atom 4 (C): -0.2652

---

6.
Formula: C24H28N4O4S
Source: the Open Molecules 2025 dataset
Level of theory: ωB97M-V with the def2-TZVPD basis set

Calculated values
Largest force on an atom ... 15.38 eV/A
DFT total energy ... -50304.791 eV
Molecular weight ... 468.58 g/mol
Kohn-Sham gap ... 0.2370 Ha
Total charge ... 0
Spin multiplicity ... 1

Cartesian coordinates (Å):
C: -9.40 -2.27 -0.66
C: -9.31 -1.74 0.68
O: -8.96 -0.27 0.72
C: -7.76 -0.01 0.58
C: -6.71 -1.01 0.36
C: -5.53 -0.37 0.44
C: -5.35 0.98 0.52
C: -6.38 1.97 0.32
C: -7.67 1.44 0.47
H: -8.45 2.00 0.64
H: -6.27 3.22 0.44
N: -4.06 1.59 0.12
C: -3.14 0.31 0.04
N: -1.80 0.64 0.09
C: -1.05 -0.66 -0.26
H: -1.31 -1.12 -0.99
C: 0.48 -0.47 0.04
H: 0.59 0.08 1.05
H: 1.13 -1.12 -0.14
C: 0.85 0.73 -0.99
C: 2.09 1.40 -0.72
O: 1.95 2.60 0.06
N: 3.32 0.91 -0.75
C: 3.54 -0.49 -1.12
H: 2.69 -0.85 -1.90
C: 4.31 -1.36 -0.18
N: 5.43 -0.92 0.33
C: 6.66 -1.12 -0.03
O: 6.61 -2.35 -0.54
C: 7.91 -0.71 0.54
C: 9.14 -0.92 0.02
C: 10.01 -0.26 0.67
C: 9.30 0.59 1.62
O: 7.94 0.18 1.39
H: 9.49 1.24 2.33
H: 11.15 -0.04 0.77
H: 9.39 -1.78 -0.83
C: 5.15 0.62 1.08
H: 6.05 1.12 1.19
C: 4.41 1.57 -0.21
H: 4.33 2.35 0.23
H: 5.11 1.62 -0.89
H: 4.35 0.48 1.68
H: 4.45 -2.51 -0.52
H: 3.41 -1.42 0.59
H: 4.47 -0.53 -2.13
H: 1.18 0.03 -1.99
C: -0.11 1.55 -1.35
H: 0.23 2.77 -1.70
C: -1.31 1.89 -0.15
H: -1.94 2.61 -0.44
H: -0.59 2.19 0.64
H: -0.63 1.45 -2.36
H: -1.25 -1.46 0.73
S: -3.83 -1.19 0.36
H: -6.80 -1.81 0.75
H: -10.50 -1.84 1.02
H: -8.88 -2.32 1.38
H: -9.74 -3.22 -0.72
H: -9.99 -1.71 -1.07
H: -8.40 -2.28 -1.27

Here are the natural (NBO) charges for atoms 1 to 4, given in e: atom 1 (C): -0.6112, atom 2 (C): -0.0525, atom 3 (O): -0.4633, atom 4 (C): 0.3766